1.
C18H16Cl3N2O9RuS | the ωB97M-V functional and the def2-TZVPD basis

The geometry in ORCA input format:
```
! wB97M-V def2-TZVPD RIJCOSX def2/J DEFGRID3
* xyz 0 2
Ru -0.930 0.274 -0.047
Cl -6.149 1.070 5.445
C -4.912 1.156 4.230
C -4.142 2.325 4.109
C -3.141 2.417 3.183
Cl -2.214 3.855 3.052
C -2.827 1.326 2.305
O -1.857 1.427 1.478
C -3.665 0.198 2.425
C -3.494 -0.860 1.515
O -2.640 -0.960 0.632
C -4.687 0.113 3.394
H -4.343 3.171 4.753
H -4.219 -1.682 1.606
H -5.289 -0.785 3.467
O 1.251 3.689 -0.856
Cl 0.351 2.969 -0.017
O -0.009 3.712 1.129
O -0.833 2.572 -0.789
O 0.959 1.670 0.369
C 4.620 1.074 -3.307
C 3.216 0.561 -3.127
C 2.958 -0.808 -3.044
C 1.668 -1.275 -2.864
C 0.620 -0.363 -2.776
C 0.850 0.998 -2.884
C 2.151 1.451 -3.044
S -0.986 -1.035 -2.432
O -0.743 -1.760 -1.157
O -1.399 -1.844 -3.527
O -1.888 0.101 -2.080
H 5.325 0.258 -3.455
H 4.933 1.644 -2.430
H 4.678 1.744 -4.166
H 3.780 -1.512 -3.121
H 1.449 -2.334 -2.798
H 0.020 1.689 -2.857
H 2.338 2.517 -3.087
C 3.049 -2.990 0.284
N 1.831 -2.393 0.809
C 0.801 -3.065 1.436
C -0.154 -2.143 1.700
N 0.286 -0.912 1.258
C 1.479 -1.113 0.709
H 3.245 -3.922 0.806
H 3.887 -2.314 0.432
H 2.939 -3.192 -0.780
H 0.835 -4.123 1.627
H -1.101 -2.264 2.191
H 2.102 -0.335 0.297
*
```

Properties
Orbital gap (spin up / spin down) = 6.60 / 6.37 eV
DFT total energy = -91308.0881 eV
Relative energy (zero: lowest compared OMol25 entry of this formula, charge and spin) = 82.2 kcal per mole
Expectation value of S² = 1.094
E_LUMO (spin up / spin down) = -1.82 / -2.03 eV

---

2.
C18H16N2O6S2 | the ωB97M-V functional and the def2-TZVPD basis

The geometry in ORCA input format:
```
! wB97M-V def2-TZVPD RIJCOSX def2/J DEFGRID3
* xyz 0 1
O -0.120 -1.944 -1.735
O -1.692 0.615 2.401
O 0.701 -5.445 3.053
O 1.230 3.819 -1.308
O -1.913 -2.687 4.924
O -0.784 -0.614 -3.804
S 1.829 -1.361 1.158
S 1.595 0.741 0.903
C -0.082 -1.255 -0.736
C -0.953 0.046 1.609
C 0.415 -4.250 3.167
C 0.726 2.826 -1.788
C 1.028 -3.462 4.222
C 1.510 2.072 -2.801
C 0.397 -2.310 4.663
C 0.940 1.056 -3.597
N -0.763 -1.342 1.637
N -0.269 0.111 -0.815
C -0.959 -1.925 4.170
C -0.487 0.713 -3.377
C 0.150 -1.926 0.660
C -0.209 0.815 0.463
C -0.114 -3.397 0.838
C -0.823 2.188 0.128
C -0.663 -3.609 2.257
C -0.678 2.320 -1.403
C -1.240 -2.240 2.687
C -0.946 0.865 -1.897
H -2.775 -2.261 4.974
H -0.466 -1.252 -3.111
H 1.967 -3.808 4.627
H 2.600 2.237 -2.889
H 0.840 -1.727 5.481
H 1.525 0.408 -4.273
H -1.121 -0.827 4.349
H -1.065 1.417 -3.965
H -0.889 -3.664 0.131
H 0.739 -4.056 0.599
H -1.937 2.180 0.394
H -0.338 2.978 0.707
H -1.503 -4.299 2.278
H -1.420 3.043 -1.834
H -2.299 -2.223 2.553
H -2.005 0.596 -1.853
*
```

Properties
Orbital gap = 8.47 eV
DFT total energy = -55860.2979 eV
SMILES = O=C1C=C[C@@H](O)[C@@H]2[C@H]1C[C@@]13SS[C@]4(C[C@H]5C(=O)C=C[C@H](O)[C@H]5N4C1=O)C(=O)N23
Relative energy (zero: lowest compared OMol25 entry of this formula, charge and spin) = 0.0 kcal per mole
E_LUMO = -0.40 eV

---

Copy entry 2 word for word.
C18H16N2O6S2 | the ωB97M-V functional and the def2-TZVPD basis

The geometry in ORCA input format:
```
! wB97M-V def2-TZVPD RIJCOSX def2/J DEFGRID3
* xyz 0 1
O -0.120 -1.944 -1.735
O -1.692 0.615 2.401
O 0.701 -5.445 3.053
O 1.230 3.819 -1.308
O -1.913 -2.687 4.924
O -0.784 -0.614 -3.804
S 1.829 -1.361 1.158
S 1.595 0.741 0.903
C -0.082 -1.255 -0.736
C -0.953 0.046 1.609
C 0.415 -4.250 3.167
C 0.726 2.826 -1.788
C 1.028 -3.462 4.222
C 1.510 2.072 -2.801
C 0.397 -2.310 4.663
C 0.940 1.056 -3.597
N -0.763 -1.342 1.637
N -0.269 0.111 -0.815
C -0.959 -1.925 4.170
C -0.487 0.713 -3.377
C 0.150 -1.926 0.660
C -0.209 0.815 0.463
C -0.114 -3.397 0.838
C -0.823 2.188 0.128
C -0.663 -3.609 2.257
C -0.678 2.320 -1.403
C -1.240 -2.240 2.687
C -0.946 0.865 -1.897
H -2.775 -2.261 4.974
H -0.466 -1.252 -3.111
H 1.967 -3.808 4.627
H 2.600 2.237 -2.889
H 0.840 -1.727 5.481
H 1.525 0.408 -4.273
H -1.121 -0.827 4.349
H -1.065 1.417 -3.965
H -0.889 -3.664 0.131
H 0.739 -4.056 0.599
H -1.937 2.180 0.394
H -0.338 2.978 0.707
H -1.503 -4.299 2.278
H -1.420 3.043 -1.834
H -2.299 -2.223 2.553
H -2.005 0.596 -1.853
*
```

Properties
Orbital gap = 8.47 eV
DFT total energy = -55860.2979 eV
SMILES = O=C1C=C[C@@H](O)[C@@H]2[C@H]1C[C@@]13SS[C@]4(C[C@H]5C(=O)C=C[C@H](O)[C@H]5N4C1=O)C(=O)N23
Relative energy (zero: lowest compared OMol25 entry of this formula, charge and spin) = 0.0 kcal per mole
E_LUMO = -0.40 eV

---

What is the formula in the second record? C18H16N2O6S2